An isolated ion of composition C9H14N3 and charge +1 at a distorted geometry. Source: the OMol25 dataset; level of theory: ωB97M-V/def2-TZVPD.

```
26
Properties=species:S:1:pos:R:3:lowdin_charge:R:1
C 0.01 1.69 0.79 -0.0587
C -0.07 1.14 -0.59 -0.2437
C -1.53 0.63 -0.87 -0.1772
C -1.96 -0.53 -0.01 -0.2301
C -1.09 -1.74 -0.08 -0.1849
C 0.37 -1.25 0.30 -0.1348
C 0.85 -0.24 -0.77 -0.2619
N 2.14 0.21 -0.89 0.1617
N 2.85 0.66 0.03 0.1292
C 4.09 0.53 0.12 -0.0974
C 5.35 -0.06 0.33 0.0437
N 4.62 -0.77 -0.38 0.2844
H -0.57 1.19 1.50 0.0612
H -0.34 2.68 0.85 0.0872
H 1.09 1.64 1.10 0.0911
H 0.27 1.83 -1.33 0.1281
H -1.69 0.54 -2.04 0.1637
H -2.23 1.46 -0.66 0.1244
H -2.97 -0.89 -0.58 0.1755
H -2.14 -0.20 0.95 0.0841
H -1.42 -2.59 0.66 0.1523
H -0.87 -2.30 -1.03 0.1293
H 0.43 -0.71 1.33 0.1423
H 0.94 -2.17 0.25 0.1054
H 0.47 -0.57 -1.81 0.1787
H 6.38 0.19 0.57 0.1465
```

**HOMO**: -13.69 eV
**Total charge**: +1
**Frontier orbital gap**: 7.727 eV
**Relative energy (zero: lowest compared OMol25 entry of this formula, charge and spin)**: 7.584 eV
**SMILES string**: C[C@@H]1CCCC[C@@H]1N=[N+]=c1cn1
**Lowest unoccupied orbital energy**: -5.959 eV

An isolated ion of composition C9H14N3 and charge +1 at a distorted geometry. Source: the OMol25 dataset; level of theory: ωB97M-V/def2-TZVPD.

```
26
Properties=species:S:1:pos:R:3:lowdin_charge:R:1
C -4.03 -0.33 -0.21 -0.0330
C -2.68 0.18 -0.27 -0.2425
C -2.24 1.51 -0.20 0.0267
N -0.85 1.53 -0.18 0.1582
C -0.46 0.23 -0.08 -0.1061
C 0.68 -0.72 0.21 -0.0979
C 2.12 -0.39 0.23 -0.3791
C 2.56 0.07 -1.18 -0.0293
C 2.35 0.71 1.34 -0.0524
C 0.07 -1.94 0.24 0.0288
N -1.26 -1.85 -0.07 0.1340
N -1.56 -0.54 -0.19 0.0160
H -4.09 -1.42 0.15 0.1151
H -4.75 0.27 0.33 0.0827
H -4.65 -0.29 -1.22 0.1347
H -2.94 2.40 -0.28 0.1650
H -0.28 2.29 -0.47 0.1648
H 2.74 -1.21 0.49 0.1212
H 3.43 0.67 -1.00 0.0763
H 1.76 0.64 -1.56 0.0595
H 2.82 -0.76 -1.81 0.0835
H 1.67 1.64 1.22 0.0922
H 3.41 0.89 1.58 0.0764
H 1.89 0.08 2.29 0.1312
H 0.47 -2.90 0.21 0.1309
H -1.74 -2.63 -0.30 0.1430
```

**HOMO**: -12.44 eV
**Total charge**: +1
**Frontier orbital gap**: 9.710 eV
**Relative energy (zero: lowest compared OMol25 entry of this formula, charge and spin)**: 1.864 eV
**SMILES string**: Cc1c[nH]c2c(C(C)C)c[nH+]n12
**Lowest unoccupied orbital energy**: -2.733 eV

C9H14N4O3 as an isolated structure at a distorted geometry. Source: the OMol25 dataset; level of theory: ωB97M-V/def2-TZVPD.

```
30
Properties=species:S:1:pos:R:3:lowdin_charge:R:1
C -2.51 -0.40 -0.62 -0.5081
C -1.73 0.13 0.47 -0.5244
C -3.67 0.51 -1.13 -0.1069
C 0.26 1.46 0.74 -0.1528
C 1.25 2.36 -0.11 -0.5128
C 1.05 0.31 1.43 -0.0760
C 1.39 -0.91 0.51 -0.2478
C 1.39 -2.24 0.93 -0.0413
C 2.25 -2.00 -1.23 -0.1562
H -2.22 -2.20 0.46 0.1588
H -3.90 -1.36 0.47 0.0653
H -1.69 -0.73 -1.40 0.1661
H -3.29 1.79 -0.86 0.1486
H -4.86 0.08 -0.38 0.1748
H -3.94 0.37 -2.51 0.1580
H -0.83 0.76 -1.17 0.1195
H -0.03 2.22 1.52 0.1686
H 0.37 -0.14 2.26 0.1346
H 2.01 0.66 1.80 0.1207
H 1.61 -2.78 1.92 0.1438
H 2.78 -2.40 -2.16 0.1433
H 2.47 -3.91 -0.37 0.2263
H 1.79 0.96 -1.07 0.0795
N -3.13 -1.75 -0.21 -0.0234
N -0.78 0.87 -0.18 0.1076
N 1.71 -0.80 -0.89 0.0606
N 2.05 -2.85 -0.18 -0.0357
O -1.73 -0.15 1.69 0.0412
O 1.24 3.58 0.08 0.0624
O 2.07 1.96 -1.04 0.1054
```

**HOMO**: -9.54 eV
**Total charge**: 0
**Frontier orbital gap**: 9.746 eV
**Relative energy (zero: lowest compared OMol25 entry of this formula, charge and spin)**: 7.531 eV
**Lowest unoccupied orbital energy**: 0.201 eV

One molecule with the formula C9H14N4O3 at a distorted geometry. Source: the OMol25 dataset; level of theory: ωB97M-V/def2-TZVPD.

```
30
Properties=species:S:1:pos:R:3:lowdin_charge:R:1
C -1.25 -2.89 1.65 -0.0769
C -0.77 -1.42 1.55 -0.3740
N -1.69 -0.34 2.04 0.0184
C -0.44 -1.08 0.13 -0.4665
O 0.60 -1.57 -0.31 0.0432
N -1.36 -0.25 -0.43 0.1438
C -1.16 0.75 -1.51 -0.1899
C -0.48 1.98 -0.89 -0.0863
C 0.93 1.72 -0.39 -0.2800
C 2.07 1.48 -1.07 -0.0729
N 3.05 1.17 -0.14 0.0487
C 2.49 1.13 1.07 -0.1940
N 1.20 1.40 0.97 0.0944
C -0.51 0.28 -2.80 -0.4749
O -1.00 0.79 -3.80 0.0802
O 0.46 -0.66 -2.80 0.0557
H -0.68 -3.56 0.99 0.0627
H -2.43 -3.11 1.41 0.1243
H -1.13 -3.38 2.73 0.1018
H 0.18 -1.44 2.19 0.1561
H -1.99 -0.52 2.99 0.0766
H -0.91 0.42 2.01 0.1003
H -2.06 -0.05 0.25 0.0923
H -2.16 1.09 -1.96 0.1733
H -1.08 2.43 0.00 0.1451
H -0.30 2.90 -1.52 0.1394
H 2.42 1.68 -2.07 0.1284
H 4.03 0.93 -0.43 0.1769
H 3.09 1.04 1.95 0.1157
H 0.91 -0.90 -1.84 0.1381
```

**HOMO**: -9.22 eV
**Total charge**: 0
**Frontier orbital gap**: 9.871 eV
**Relative energy (zero: lowest compared OMol25 entry of this formula, charge and spin)**: 2.108 eV
**SMILES string**: C[C@H](N)C(=O)N[C@@H](Cc1c[nH]cn1)C(=O)O
**Lowest unoccupied orbital energy**: 0.654 eV

One molecule with the formula C9H14N4O3S at a distorted geometry. Source: the OMol25 dataset; level of theory: ωB97M-V/def2-TZVPD.

```
31
Properties=species:S:1:pos:R:3:lowdin_charge:R:1
N -3.35 1.75 0.73 0.0248
C -3.16 0.19 0.56 -0.4269
C -4.33 -0.43 -0.17 -0.5046
S -4.01 -2.23 -0.15 0.7265
C -1.81 -0.01 -0.05 -0.5607
O -1.60 0.05 -1.24 0.0746
N -0.82 0.03 0.88 0.0813
C 0.49 0.33 0.42 -0.2380
C 1.18 -0.80 -0.44 -0.0391
C 2.72 -0.82 -0.10 -0.3099
C 3.73 -1.14 -1.04 -0.0219
N 4.89 -1.04 -0.22 0.0211
C 4.48 -0.67 1.04 -0.2003
N 3.18 -0.57 1.14 0.0868
C 0.45 1.66 -0.28 -0.4689
O -0.47 2.48 -0.28 0.0846
O 1.62 1.92 -0.83 0.1326
H -3.57 2.04 -0.28 0.0867
H -2.25 2.06 1.00 0.1320
H -3.02 -0.10 1.60 0.1155
H -4.40 0.01 -1.20 0.1015
H -5.20 -0.10 0.31 0.0565
H -2.85 -2.06 -0.85 -0.1206
H -1.10 -0.07 1.95 0.2151
H 1.14 0.37 1.31 0.1472
H 0.74 -1.73 -0.07 0.1125
H 1.00 -0.67 -1.57 0.1391
H 3.69 -1.22 -2.08 0.0926
H 5.86 -1.36 -0.50 0.1772
H 5.25 -0.53 1.85 0.1339
H 1.53 2.68 -1.44 0.1489
```

**HOMO**: -8.88 eV
**Total charge**: 0
**Frontier orbital gap**: 9.468 eV
**Relative energy (zero: lowest compared OMol25 entry of this formula, charge and spin)**: 1.974 eV
**SMILES string**: N[C@@H](CS)C(=O)N[C@@H](Cc1c[nH]cn1)C(=O)O
**Lowest unoccupied orbital energy**: 0.587 eV

An isolated ion of composition C9H14NS and charge +1 at a distorted geometry. Source: the OMol25 dataset; level of theory: ωB97M-V/def2-TZVPD.

```
25
Properties=species:S:1:pos:R:3:lowdin_charge:R:1
C -1.25 -0.70 -1.28 0.0095
C -0.70 -0.43 0.16 -0.4861
C -1.39 -1.42 0.99 -0.0319
N -1.21 0.95 0.51 0.1026
C -0.47 2.09 -0.10 -0.1530
C 1.00 1.99 0.03 -0.1898
C 1.55 0.61 0.19 -0.4242
S 3.25 0.22 0.15 1.1125
C 2.96 -1.37 -0.11 -0.4295
C 1.63 -1.69 -0.02 -0.1238
C 0.80 -0.58 0.18 -0.2006
H -0.82 -1.51 -1.82 0.0946
H -1.09 0.24 -1.70 0.0528
H -2.42 -0.96 -1.36 0.1454
H -0.86 -2.33 0.81 0.0947
H -2.50 -1.53 0.68 0.1260
H -1.32 -1.21 2.06 0.1030
H -1.14 1.27 1.55 0.2324
H -2.22 0.79 0.28 0.1941
H -1.02 3.07 0.28 0.1866
H -0.60 2.21 -1.23 0.1487
H 1.34 2.50 0.91 0.1174
H 1.39 2.60 -0.78 0.1370
H 3.70 -2.14 -0.30 0.0985
H 1.38 -2.67 -0.09 0.0831
```

**HOMO**: -12.20 eV
**Total charge**: +1
**Frontier orbital gap**: 9.014 eV
**Relative energy (zero: lowest compared OMol25 entry of this formula, charge and spin)**: 0.792 eV
**SMILES string**: CC1(C)[NH2+]CCc2sccc21
**Lowest unoccupied orbital energy**: -3.187 eV

A 2-piece molecular cluster, C9H14O overall at a distorted geometry. Source: the OMol25 dataset; level of theory: ωB97M-V/def2-TZVPD.

```
24
Properties=species:S:1:pos:R:3:lowdin_spin:R:1
C 0.67 -1.62 -2.27 0.0730
C 1.08 -0.39 -0.08 0.1283
C 0.77 -1.45 -0.82 0.0472
C 1.00 -0.44 1.29 0.1212
C 0.31 -2.63 -0.12 0.1862
C 0.73 -1.62 1.91 0.0421
C 0.35 -2.77 1.23 0.1406
O 0.72 -1.49 3.29 0.0090
H 1.40 0.51 -0.61 0.0328
H 1.09 0.40 2.00 0.0177
H 1.70 -1.62 -2.74 0.0124
H 0.06 -0.79 -2.72 0.0074
H 0.06 -3.53 -0.69 0.0286
H 0.16 -3.65 1.86 0.0171
H 0.31 -2.23 3.77 0.0032
H 0.18 -2.58 -2.63 0.0173
C -1.03 2.53 -0.43 0.0463
C -1.58 3.96 -0.22 0.0294
H -0.41 2.37 -1.39 0.0108
H -0.19 2.30 0.35 0.0057
H -1.86 1.78 -0.32 0.0125
H -0.88 4.78 -0.28 0.0037
H -2.28 4.15 0.61 0.0038
H -2.36 4.04 -0.99 0.0036
```

**Multiplicity**: 2
**<S²>**: 0.76
**HOMO (alpha / beta)**: 1.26 / -3.84 eV
**Total charge**: -1
**Frontier orbital gap (alpha / beta)**: 2.379 / 7.331 eV
**Relative energy (zero: lowest compared OMol25 entry of this formula, charge and spin)**: 1.289 eV
**Lowest unoccupied orbital energy (alpha / beta)**: 3.638 / 3.493 eV

A 2-piece molecular cluster, C9H14O overall at a distorted geometry. Source: the OMol25 dataset; level of theory: ωB97M-V/def2-TZVPD.

```
24
Properties=species:S:1:pos:R:3:lowdin_spin:R:1
C -0.90 -2.40 -1.29 0.0042
C -0.28 -3.21 -0.12 0.0018
H -0.96 -3.00 -2.21 0.0004
H -1.95 -2.20 -1.10 0.0023
H -0.29 -1.54 -1.56 0.0017
H 0.73 -2.88 0.10 0.0015
H -0.94 -3.06 0.73 0.0006
H -0.24 -4.26 -0.37 0.0002
C -0.04 0.06 2.44 0.0076
C 1.42 0.81 0.50 0.1883
C 0.26 0.90 1.24 0.0421
C 1.67 1.57 -0.71 0.1817
C -0.76 1.70 0.72 0.1912
C 0.58 2.32 -1.17 0.0585
C -0.62 2.45 -0.47 0.1937
O 0.70 2.89 -2.41 0.0226
H 2.30 0.21 0.78 0.0171
H 2.64 1.67 -1.17 0.0167
H -1.13 0.02 2.48 0.0038
H 0.37 0.52 3.36 0.0014
H -1.71 1.71 1.26 0.0214
H -1.42 3.01 -0.94 0.0255
H 0.09 3.62 -2.55 0.0156
H 0.47 -0.91 2.47 0.0001
```

**Multiplicity**: 2
**<S²>**: 0.76
**HOMO (alpha / beta)**: 0.90 / -3.43 eV
**Total charge**: -1
**Frontier orbital gap (alpha / beta)**: 2.884 / 7.169 eV
**Relative energy (zero: lowest compared OMol25 entry of this formula, charge and spin)**: 0.439 eV
**Lowest unoccupied orbital energy (alpha / beta)**: 3.781 / 3.740 eV

A 2-piece molecular cluster, C9H14O overall at a distorted geometry. Source: the OMol25 dataset; level of theory: ωB97M-V/def2-TZVPD.

```
24
Properties=species:S:1:pos:R:3:lowdin_charge:R:1
C -1.16 2.23 -1.35 -0.0589
C -0.69 1.22 -0.35 -0.3247
C 0.50 1.45 0.40 -0.0542
C 0.86 0.64 1.44 -0.0226
C 0.03 -0.46 1.79 -0.3244
O 0.61 -1.48 2.52 0.0410
C -1.24 -0.55 1.30 -0.0038
C -1.56 0.34 0.23 -0.0518
H -1.07 1.87 -2.37 0.0710
H -0.55 3.14 -1.25 0.0757
H -2.18 2.57 -1.19 0.0825
H 1.04 2.37 0.20 0.1119
H 1.72 0.90 2.06 0.1129
H 1.27 -1.13 3.11 0.0913
H -2.05 -1.13 1.72 0.1131
H -2.44 0.05 -0.37 0.1231
C 0.58 -0.94 -2.78 -0.1643
C 1.45 -1.94 -2.01 -0.1687
H 0.56 0.00 -2.20 0.0405
H 1.14 -0.71 -3.70 0.0637
H -0.42 -1.34 -2.96 0.0667
H 2.39 -1.44 -1.76 0.0604
H 1.02 -2.11 -1.01 0.0644
H 1.77 -2.77 -2.63 0.0551
```

**HOMO**: -8.54 eV
**Total charge**: 0
**Frontier orbital gap**: 9.399 eV
**Relative energy (zero: lowest compared OMol25 entry of this formula, charge and spin)**: 1.009 eV
**SMILES string**: Cc1ccc(O)cc1.CC
**Lowest unoccupied orbital energy**: 0.863 eV

What did the first record say?
An isolated ion of composition C9H14N3 and charge +1 at a distorted geometry. Source: the OMol25 dataset; level of theory: ωB97M-V/def2-TZVPD.

```
26
Properties=species:S:1:pos:R:3:lowdin_charge:R:1
C 0.01 1.69 0.79 -0.0587
C -0.07 1.14 -0.59 -0.2437
C -1.53 0.63 -0.87 -0.1772
C -1.96 -0.53 -0.01 -0.2301
C -1.09 -1.74 -0.08 -0.1849
C 0.37 -1.25 0.30 -0.1348
C 0.85 -0.24 -0.77 -0.2619
N 2.14 0.21 -0.89 0.1617
N 2.85 0.66 0.03 0.1292
C 4.09 0.53 0.12 -0.0974
C 5.35 -0.06 0.33 0.0437
N 4.62 -0.77 -0.38 0.2844
H -0.57 1.19 1.50 0.0612
H -0.34 2.68 0.85 0.0872
H 1.09 1.64 1.10 0.0911
H 0.27 1.83 -1.33 0.1281
H -1.69 0.54 -2.04 0.1637
H -2.23 1.46 -0.66 0.1244
H -2.97 -0.89 -0.58 0.1755
H -2.14 -0.20 0.95 0.0841
H -1.42 -2.59 0.66 0.1523
H -0.87 -2.30 -1.03 0.1293
H 0.43 -0.71 1.33 0.1423
H 0.94 -2.17 0.25 0.1054
H 0.47 -0.57 -1.81 0.1787
H 6.38 0.19 0.57 0.1465
```

**HOMO**: -13.69 eV
**Total charge**: +1
**Frontier orbital gap**: 7.727 eV
**Relative energy (zero: lowest compared OMol25 entry of this formula, charge and spin)**: 7.584 eV
**SMILES string**: C[C@@H]1CCCC[C@@H]1N=[N+]=c1cn1
**Lowest unoccupied orbital energy**: -5.959 eV

Question: Which of these has the lowest relative energy (zero: lowest compared OMol25 entry of this formula, charge and spin)?
Answer: number 8